No. 1
Computed, not measured: one molecule with the formula C22H30N4O4 in a non-equilibrium geometry, with the ωB97M-V functional and the def2-TZVPD basis.

Results
- HOMO-LUMO gap: 8.8389 eV
- Relative energy (zero: lowest compared OMol25 entry of this formula, charge and spin): 51.5 kcal/mol
- Total energy: -37452.510 eV

```
! wB97M-V def2-TZVPD RIJCOSX def2/J DEFGRID3
* xyz 0 1
C 3.17927 6.06663 -2.63112
C 3.62236 5.45035 -1.30982
C 3.12173 6.22228 -0.08863
C 1.60539 6.20266 0.10773
C 1.06048 4.79240 0.35598
C 0.76005 4.07774 -0.94436
O 0.31357 4.67621 -1.91746
N 0.94740 2.74385 -0.97903
C 1.47824 1.92504 0.09050
H 0.86155 1.99832 0.99039
C 1.51093 0.49428 -0.47105
C 1.62831 0.72514 -1.98358
C 0.81440 1.98877 -2.22581
H 1.20524 2.59681 -3.04992
C -0.66428 1.66996 -2.55089
O -1.11326 0.54195 -2.54961
N -1.37316 2.76030 -2.85938
H -2.35263 2.66774 -3.07397
H -0.94449 3.67928 -2.77514
H 1.24203 -0.11470 -2.55754
H 2.67875 0.87935 -2.23143
C 0.33523 -0.39757 -0.05073
C 1.07049 -1.53993 0.60815
N 2.33361 -1.36292 0.62335
O 2.67954 -0.19048 0.02609
C 0.43270 -2.70800 1.18139
C -0.94152 -2.89189 1.06100
C -1.55866 -4.01092 1.61280
C -0.79225 -4.95251 2.29427
C 0.57558 -4.76713 2.40996
C 1.19332 -3.66099 1.86268
H 2.25672 -3.50859 1.94697
H 1.16259 -5.50355 2.93760
H -1.26921 -5.81668 2.72414
N -2.94178 -4.13203 1.44801
C -3.78783 -5.09704 1.92264
O -3.44417 -6.03890 2.59565
C -5.22992 -4.84316 1.50246
C -6.16411 -5.91089 2.05475
H -6.11788 -5.92257 3.14039
H -5.86349 -6.89155 1.69619
H -7.18846 -5.71887 1.74557
H -5.52950 -3.85579 1.86397
H -5.27487 -4.83070 0.41017
H -3.36020 -3.39330 0.89874
H -1.54015 -2.16694 0.52785
H -0.25285 -0.71895 -0.91002
H -0.33172 0.09693 0.65833
H 2.50716 2.21381 0.33967
H 0.10970 4.86022 0.89286
H 1.75795 4.22820 0.97204
H 1.36407 6.83338 0.96564
H 1.10611 6.62039 -0.76658
H 3.44348 7.26248 -0.17802
H 3.59574 5.80948 0.80684
H 3.27646 4.41521 -1.26034
H 4.71482 5.42969 -1.27441
H 3.45203 7.11895 -2.67119
H 3.65893 5.55640 -3.46375
H 2.10349 5.98042 -2.75577
*
```


No. 2
Computed, not measured: one molecule with the formula C22H30N4O5S2 in a non-equilibrium geometry, with the ωB97M-V functional and the def2-TZVPD basis.

Results
- HOMO-LUMO gap: 8.9860 eV
- Relative energy (zero: lowest compared OMol25 entry of this formula, charge and spin): 4.1 kcal/mol
- Total energy: -61169.116 eV

```
! wB97M-V def2-TZVPD RIJCOSX def2/J DEFGRID3
* xyz 0 1
C 2.61383 2.08175 0.78026
H 1.83743 1.35248 0.99643
H 2.65759 2.79588 1.59953
H 2.33892 2.61012 -0.12992
C 3.97728 1.41590 0.60691
N 4.02449 0.42546 -0.43658
S 3.97975 -1.16486 -0.00540
O 4.20578 -1.93691 -1.19440
O 4.87422 -1.33682 1.10512
C 2.32398 -1.51265 0.60271
C 1.39609 -2.05368 -0.25702
C 0.11072 -2.32769 0.20139
C -0.21522 -2.06614 1.52824
C 0.73487 -1.52959 2.37869
C 2.01148 -1.24832 1.92214
H 2.76942 -0.84555 2.57361
H 0.47014 -1.32107 3.40303
H -1.20856 -2.27897 1.88692
N -0.82824 -2.78663 -0.73354
C -2.12112 -3.14200 -0.50960
O -2.57991 -3.45262 0.56565
C -3.02848 -3.03980 -1.75255
N -4.20930 -2.26657 -1.40673
C -4.04884 -1.14944 -0.60700
C -2.86358 -0.40846 -0.61481
C -2.69586 0.62839 0.27321
C -3.69763 1.02892 1.13361
C -4.91078 0.35834 1.07990
C -5.07970 -0.72236 0.23564
H -6.01244 -1.26762 0.24140
H -5.72057 0.65781 1.72774
H -3.51649 1.83375 1.82567
S -1.09525 1.40976 0.35621
O -0.62095 1.36017 1.70998
O -0.25168 0.83484 -0.66453
N -1.48351 2.99283 -0.01579
C -1.29228 3.39378 -1.40339
H -2.24465 3.32954 -1.93724
C -0.74893 4.82626 -1.35520
H -0.05597 5.02546 -2.16983
H -1.57217 5.53890 -1.41367
C -0.08968 4.90655 0.02115
H -0.00702 5.92605 0.39138
H 0.90186 4.45558 -0.00535
C -1.02766 4.05183 0.87117
H -1.89810 4.63490 1.19368
H -0.55230 3.60343 1.74208
H -0.58284 2.70617 -1.87276
H -2.04563 -0.62896 -1.27788
H -4.99666 -2.83254 -1.12249
H -3.34529 -4.03632 -2.06462
H -2.50873 -2.56034 -2.58729
H -0.52805 -2.67876 -1.69295
H 1.68725 -2.26376 -1.27413
C 3.86130 0.81128 -1.81916
C 2.50029 0.45850 -2.41455
H 2.46139 -0.60979 -2.60298
H 2.36840 0.97977 -3.36077
H 1.68688 0.72401 -1.74366
H 4.64140 0.30321 -2.39478
H 4.03638 1.88842 -1.87727
H 4.73441 2.18245 0.39505
H 4.27316 0.89595 1.51878
*
```


No. 3
Computed, not measured: one molecule with the formula C22H30N4O6S in a non-equilibrium geometry, with the ωB97M-V functional and the def2-TZVPD basis.

Results
- HOMO-LUMO gap: 8.7956 eV
- Relative energy (zero: lowest compared OMol25 entry of this formula, charge and spin): 50.9 kcal/mol
- Total energy: -52381.567 eV

```
! wB97M-V def2-TZVPD RIJCOSX def2/J DEFGRID3
* xyz 0 1
C 2.68617 -3.29705 -0.77448
H 2.79950 -2.98726 -1.81251
O 1.30514 -3.38873 -0.52080
C 1.04175 -3.74994 0.81891
H 1.54292 -3.03845 1.49289
C -0.46472 -3.72095 1.06227
N -0.96506 -2.38319 0.86213
C -1.87262 -2.09116 -0.07909
O -2.57448 -2.90847 -0.64074
C -1.94221 -0.59440 -0.45087
N -0.75049 -0.26096 -1.24439
C 0.42252 -0.05909 -0.61706
O 0.51963 -0.10535 0.60539
C 1.62847 0.28856 -1.46517
H 1.40485 1.21023 -2.00469
H 1.79666 -0.51276 -2.18414
C 2.89294 0.49187 -0.61294
C 2.71489 0.29845 0.88262
O 3.08485 -0.69134 1.47101
N 2.38367 1.43077 1.62265
C 1.76795 2.56350 1.19725
N 1.57627 2.94164 -0.01796
C 0.96143 4.14911 -0.07972
C 0.67329 4.72757 1.10894
S 1.18611 3.71003 2.40909
H 0.20784 5.67169 1.30468
H 0.74867 4.56718 -1.04701
H 2.34321 1.25437 2.61968
H 3.27447 1.49997 -0.76844
H 3.65404 -0.22927 -0.91516
C -0.87103 -0.44152 -2.67381
H -1.85222 -0.08069 -2.99199
H -0.12123 0.15913 -3.18896
C -0.71705 -1.92620 -3.08201
O -0.45139 -2.07755 -4.45548
C 0.89903 -1.94006 -4.81538
H 0.95928 -2.18267 -5.87457
H 1.27112 -0.91858 -4.66556
H 1.53115 -2.63507 -4.24886
H 0.06992 -2.39279 -2.47274
H -1.65090 -2.46057 -2.89477
C -2.13251 0.35933 0.70601
C -1.89108 1.71409 0.52777
C -2.08964 2.62200 1.55229
C -2.54578 2.18362 2.79005
C -2.81721 0.82654 2.96475
C -2.61706 -0.06955 1.93672
H -2.84476 -1.11271 2.09149
H -3.18650 0.49791 3.92308
O -2.76764 2.98124 3.87022
C -2.48330 4.35462 3.76255
H -1.42463 4.52808 3.54361
H -2.72303 4.78207 4.73488
H -3.09966 4.83525 2.99558
H -1.88823 3.66573 1.36881
H -1.53142 2.07562 -0.42528
H -2.80166 -0.49061 -1.12482
H -0.38445 -1.62338 1.20536
H -0.98231 -4.37306 0.35450
H -0.66884 -4.05534 2.08479
H 1.43353 -4.75835 1.02229
H 3.17689 -4.26825 -0.63497
H 3.15491 -2.56487 -0.10788
*
```


Please write out number 2 again, unchanged.
Computed, not measured: one molecule with the formula C22H30N4O5S2 in a non-equilibrium geometry, with the ωB97M-V functional and the def2-TZVPD basis.

Results
- HOMO-LUMO gap: 8.9860 eV
- Relative energy (zero: lowest compared OMol25 entry of this formula, charge and spin): 4.1 kcal/mol
- Total energy: -61169.116 eV

```
! wB97M-V def2-TZVPD RIJCOSX def2/J DEFGRID3
* xyz 0 1
C 2.61383 2.08175 0.78026
H 1.83743 1.35248 0.99643
H 2.65759 2.79588 1.59953
H 2.33892 2.61012 -0.12992
C 3.97728 1.41590 0.60691
N 4.02449 0.42546 -0.43658
S 3.97975 -1.16486 -0.00540
O 4.20578 -1.93691 -1.19440
O 4.87422 -1.33682 1.10512
C 2.32398 -1.51265 0.60271
C 1.39609 -2.05368 -0.25702
C 0.11072 -2.32769 0.20139
C -0.21522 -2.06614 1.52824
C 0.73487 -1.52959 2.37869
C 2.01148 -1.24832 1.92214
H 2.76942 -0.84555 2.57361
H 0.47014 -1.32107 3.40303
H -1.20856 -2.27897 1.88692
N -0.82824 -2.78663 -0.73354
C -2.12112 -3.14200 -0.50960
O -2.57991 -3.45262 0.56565
C -3.02848 -3.03980 -1.75255
N -4.20930 -2.26657 -1.40673
C -4.04884 -1.14944 -0.60700
C -2.86358 -0.40846 -0.61481
C -2.69586 0.62839 0.27321
C -3.69763 1.02892 1.13361
C -4.91078 0.35834 1.07990
C -5.07970 -0.72236 0.23564
H -6.01244 -1.26762 0.24140
H -5.72057 0.65781 1.72774
H -3.51649 1.83375 1.82567
S -1.09525 1.40976 0.35621
O -0.62095 1.36017 1.70998
O -0.25168 0.83484 -0.66453
N -1.48351 2.99283 -0.01579
C -1.29228 3.39378 -1.40339
H -2.24465 3.32954 -1.93724
C -0.74893 4.82626 -1.35520
H -0.05597 5.02546 -2.16983
H -1.57217 5.53890 -1.41367
C -0.08968 4.90655 0.02115
H -0.00702 5.92605 0.39138
H 0.90186 4.45558 -0.00535
C -1.02766 4.05183 0.87117
H -1.89810 4.63490 1.19368
H -0.55230 3.60343 1.74208
H -0.58284 2.70617 -1.87276
H -2.04563 -0.62896 -1.27788
H -4.99666 -2.83254 -1.12249
H -3.34529 -4.03632 -2.06462
H -2.50873 -2.56034 -2.58729
H -0.52805 -2.67876 -1.69295
H 1.68725 -2.26376 -1.27413
C 3.86130 0.81128 -1.81916
C 2.50029 0.45850 -2.41455
H 2.46139 -0.60979 -2.60298
H 2.36840 0.97977 -3.36077
H 1.68688 0.72401 -1.74366
H 4.64140 0.30321 -2.39478
H 4.03638 1.88842 -1.87727
H 4.73441 2.18245 0.39505
H 4.27316 0.89595 1.51878
*
```


Which value of relative energy (zero: lowest compared OMol25 entry of this formula, charge and spin) does entry 1 give?
51.5 kcal/mol


Among the records above, which one has the lowest total energy?
C22H30N4O5S2


Which formula does entry 1 have?
C22H30N4O4